Density functional theory data (wB97M-V/def2-TZVPD) for a 2-piece molecular cluster, C11H22N3 overall at a distorted geometry.

XYZ file:
```
36
Properties=species:S:1:pos:R:3:forces:R:3
C -0.71974 -2.26247 -1.44205 0.9 1.0 -2.6
C 0.18927 -1.29723 -1.24475 1.5 2.2 0.0
C -0.85448 -2.52332 0.96612 0.3 0.1 0.9
C -1.22021 -3.05989 -0.36551 -0.8 0.1 0.9
C 0.58746 -0.91910 0.09451 -3.8 -5.4 -1.7
C -2.73990 1.71846 -1.03323 0.2 -0.4 -1.8
C -3.01080 1.40703 1.47380 2.9 -5.0 0.6
C 4.09722 -0.37268 0.11921 1.7 0.8 2.0
C 2.79025 1.87229 0.01675 0.3 -0.9 -1.6
C -2.21598 0.93206 0.12676 -1.7 -1.5 1.3
C 2.81558 0.35142 -0.18598 -0.8 0.2 -2.3
N -0.01295 -1.60971 1.23720 1.2 1.5 -1.9
N -0.73571 0.91241 0.38720 -2.6 1.3 -0.8
N 1.67442 -0.26676 0.47321 2.7 3.4 3.1
H -0.95741 -2.47757 -2.49885 -0.2 -0.1 0.8
H 0.54156 -0.65643 -2.12744 -0.3 -1.1 1.3
H -1.33772 -2.87083 1.86499 -0.4 -0.6 0.0
H -2.28754 -3.04760 -0.39677 -1.1 -0.4 -0.1
H -0.92640 -4.06781 -0.51443 0.3 -1.4 0.3
H -2.70571 2.78813 -0.95311 0.2 0.6 0.3
H -2.19665 1.43002 -1.93510 0.2 0.2 -0.1
H -3.77752 1.44923 -1.30693 0.4 0.0 0.7
H -2.28812 1.97866 2.00520 0.7 0.3 1.1
H -3.36315 0.45882 2.14456 0.7 2.6 -1.7
H -3.71817 2.10507 1.28057 -2.7 1.5 -0.9
H 4.21515 -0.18668 1.27784 0.3 -0.9 -2.1
H 4.18748 -1.41462 -0.16162 -0.8 -0.4 0.4
H 5.02047 0.02654 -0.38342 -1.1 0.4 0.5
H 3.35236 2.36471 -0.77785 0.6 -0.3 0.1
H 3.10047 2.28481 0.93020 -0.1 0.4 1.5
H 1.81090 2.04012 -0.35278 -1.3 1.2 0.6
H -2.50173 -0.13144 -0.10330 0.3 0.7 0.4
H 2.47290 0.37600 -1.23018 0.8 -1.0 -0.2
H -0.19778 1.52020 -0.17307 0.5 0.8 -1.0
H -0.68377 1.20115 1.31128 0.9 0.3 2.3
H 1.59596 -0.05297 1.47700 0.3 -0.3 -0.2
```
Forces are in eV/Å.

The HOMO energy (spin up / spin down) is -0.3435 / -0.4657 hartree. Its LUMO energy (spin up / spin down) is -2.37 / -7.55 eV. Its HOMO-LUMO gap (spin up / spin down) is 6.973 / 5.124 eV. Its multiplicity is 3. The relative energy (zero: lowest compared OMol25 entry of this formula, charge and spin) is 58.3 kcal per mole. Its net charge is +1.

Need the Mulliken charges? In units of e they are: -0.768, -0.277, -0.355, -0.731, 0.663, -1.766, -1.293, -1.287, -1.241, 0.862, 0.393, -0.576, -0.116, 0.095, 0.393, 0.229, 0.434, 0.330, 0.470, 0.411, 0.453, 0.425, 0.423, 0.245, 0.496, 0.303, 0.341, 0.378, 0.384, 0.408, 0.266, -0.072, 0.237, 0.118, 0.303, 0.422